1.
Here is 2 unconnected molecules or ions with the total composition C5H12S in a non-equilibrium geometry from the Open Molecules 2025 dataset. Energies are from ωB97M-V/def2-TZVPD.

```
18
Properties=species:S:1:pos:R:3
C -1.6780 -1.8048 0.6334
C -0.5887 -2.6255 0.4537
C 0.5484 -2.4986 -0.5300
H -2.4861 -2.2746 1.1520
H -1.5975 -0.7910 0.2878
H -0.2096 -3.2720 1.3199
H 1.3420 -1.8002 -0.0205
H 0.0305 -2.1260 -1.4423
H 1.0746 -3.4413 -0.4656
C 0.8172 1.4256 -1.2772
S 0.9704 1.5877 0.6377
C 0.0028 3.1131 0.9933
H 0.3764 2.2474 -1.8173
H 1.8374 1.2984 -1.5934
H 0.1718 0.6249 -1.5452
H -0.0054 3.2902 2.0492
H -1.0312 2.9676 0.6631
H 0.4250 4.0792 0.5015
```

SMILES string: C=CC.CSC
Highest occupied orbital energy in eV: -8.621
E in eV: -16212.161
Energy above the lowest of the compared OMol25 structures with the same formula, charge and spin in kcal/mol: 60.31
2S+1: 1

***

2.
Here is 2 unconnected molecules or ions with the total composition C5H12S in a non-equilibrium geometry from the Open Molecules 2025 dataset. Energies are from ωB97M-V/def2-TZVPD.

```
18
Properties=species:S:1:pos:R:3
C -0.8663 -1.8888 0.1354
C -0.2615 0.9559 1.2985
C 0.7844 1.4254 -0.9892
C -0.0437 -0.8678 -0.6233
C 0.4026 0.3424 0.0306
S 2.0969 -0.3533 0.8970
H -0.7420 -1.9150 1.2071
H -0.6910 -2.8653 -0.3038
H -1.9262 -1.7663 0.0050
H -0.6678 0.1509 1.8229
H 0.4671 1.3995 1.8771
H -0.9321 1.6951 0.9874
H 0.0380 2.3767 -0.8706
H 1.8209 1.8250 -0.8094
H 0.7883 1.3668 -2.0179
H -2.0309 0.7543 -1.8276
H 0.1953 -1.0899 -1.6420
H 1.5684 -1.5456 0.8229
```

Highest occupied orbital energy (alpha / beta) in eV: -8.920 / -7.534
E in eV: -16209.327
Energy above the lowest of the compared OMol25 structures with the same formula, charge and spin in kcal/mol: 125.65
2S+1: 1

***

3.
Here is 2 unconnected molecules or ions with the total composition C5H12S in a non-equilibrium geometry from the Open Molecules 2025 dataset. Energies are from ωB97M-V/def2-TZVPD.

```
18
Properties=species:S:1:pos:R:3
C 1.4132 1.0683 -1.4897
C 1.5168 1.3844 -0.2147
C 1.6743 0.3285 0.8607
H 1.5596 1.6684 -2.3741
H 1.3175 0.0456 -1.8757
H 1.6372 2.3786 0.2095
H 0.9064 0.4377 1.6283
H 1.5217 -0.6726 0.4354
H 2.7031 0.3451 1.2032
C -1.2170 -1.9128 0.9205
S -2.6340 -0.8289 0.6585
C -1.9799 0.3612 -0.5206
H -0.7203 -1.7077 1.8708
H -0.5142 -1.7720 0.1091
H -1.5130 -2.9523 0.9975
H -2.8689 0.7351 -1.0340
H -1.4153 1.1682 -0.0635
H -1.3871 -0.0750 -1.3211
```

SMILES string: C=CC.CSC
Highest occupied orbital energy in eV: -8.412
E in eV: -16213.559
Energy above the lowest of the compared OMol25 structures with the same formula, charge and spin in kcal/mol: 28.06
2S+1: 1

***

4.
Here is a single C5H12S molecule in a non-equilibrium geometry from the Open Molecules 2025 dataset. Energies are from ωB97M-V/def2-TZVPD.

```
18
Properties=species:S:1:pos:R:3
C -2.3907 1.0671 0.1302
C -1.6527 -0.0986 -0.6636
C -0.3649 -0.5345 -0.1199
C 0.6115 0.5378 0.4590
S 2.3374 0.7034 -0.2216
C 3.0037 -0.8755 0.0620
H -3.1205 1.5210 -0.5252
H -2.8191 0.7164 1.0374
H -1.7083 1.9150 0.2755
H -1.5634 0.2723 -1.7391
H -2.3319 -0.9565 -0.6612
H 0.1872 -1.0758 -0.9157
H -0.6378 -1.3725 0.5466
H 0.0776 1.5420 0.4621
H 0.7384 0.4211 1.5528
H 4.1057 -1.0899 -0.2561
H 2.5370 -1.6879 -0.5959
H 2.9906 -1.0050 1.1728
```

SMILES string: CCCCSC
Highest occupied orbital energy in eV: -8.435
E in eV: -16213.713
Energy above the lowest of the compared OMol25 structures with the same formula, charge and spin in kcal/mol: 24.51
2S+1: 1

***

5.
Here is 2 unconnected molecules or ions with the total composition C5H12S in a non-equilibrium geometry from the Open Molecules 2025 dataset. Energies are from ωB97M-V/def2-TZVPD.

```
18
Properties=species:S:1:pos:R:3
C -0.8969 -1.7633 1.6540
C 0.8824 -0.4327 -0.0861
C 2.6681 1.2466 -0.9024
C -2.2113 -0.9581 -0.4662
C 1.3469 0.5620 -0.8900
S -0.8969 -0.4198 0.7205
H -0.6013 -1.4883 2.6678
H -2.0221 -2.1995 1.7338
H 1.5597 -0.8650 0.5812
H 2.7571 2.1762 -1.3888
H 2.8941 1.2714 0.2173
H 3.3188 0.5245 -1.2680
H -1.9613 -2.0283 -0.6577
H -3.1011 -0.8446 0.3016
H -2.2920 -0.3511 -1.3571
H 0.5418 1.1292 -1.2333
H -1.0050 2.6024 0.1526
H -0.9809 1.8385 0.2207
```

Highest occupied orbital energy (alpha / beta) in eV: -4.436 / -8.267
E in eV: -16206.116
Energy above the lowest of the compared OMol25 structures with the same formula, charge and spin in kcal/mol: 76.13
2S+1: 3

***

6.
Here is a single C5H12S2Si molecule in a non-equilibrium geometry from the Open Molecules 2025 dataset. Energies are from ωB97M-V/def2-TZVPD.

```
20
Properties=species:S:1:pos:R:3
C -1.0655 -0.7677 1.1363
C -0.5564 2.2508 0.8676
C 1.8574 0.1468 0.0851
C -1.1171 0.5005 -1.4261
C -0.6398 -2.2311 1.1824
Si -0.0790 0.5748 0.1850
S 1.0493 -3.1879 1.5764
S -2.5733 -0.4784 1.6619
H -0.9033 2.9505 -0.0244
H -1.5300 2.0246 1.4014
H 0.0652 2.8470 1.6354
H 2.2754 -0.0554 1.0111
H 1.8766 -0.8229 -0.4103
H 2.5402 0.7700 -0.5178
H -1.0132 -0.5386 -1.7549
H -2.1412 0.7831 -1.3991
H -0.5490 0.9644 -2.3054
H -0.9478 -2.6798 0.1463
H -1.3319 -2.8328 1.7487
H 0.6072 -4.3947 2.0339
```

Highest occupied orbital energy (alpha / beta) in eV: -6.913 / -9.161
E in eV: -34924.393
Energy above the lowest of the compared OMol25 structures with the same formula, charge and spin in kcal/mol: 0.00
2S+1: 3

***

7.
Here is a single C5H12Si2 molecule in a non-equilibrium geometry from the Open Molecules 2025 dataset. Energies are from ωB97M-V/def2-TZVPD.

```
19
Properties=species:S:1:pos:R:3
C 1.9894 -1.0754 0.3147
C 0.7134 -1.3796 0.4317
C 0.2303 1.6270 -0.0233
C -1.9343 -0.0858 1.5294
C -1.5347 -0.3600 -1.5905
Si 2.6029 0.6678 -0.1977
Si -0.6194 -0.0225 0.0588
H 2.6948 -1.8896 0.4934
H 0.4624 -2.3358 0.6522
H 0.2235 2.2231 0.8917
H -0.0003 2.2967 -0.7793
H -1.5461 -0.8554 2.1052
H -1.8558 0.8710 1.9840
H -2.9821 -0.3466 1.4812
H -1.3669 0.3856 -2.3746
H -1.2913 -1.3480 -2.0753
H -2.5705 -0.4511 -1.5762
H 3.6679 1.4882 0.3635
H 3.1168 0.5904 -1.6890
```

Highest occupied orbital energy in eV: -8.951
E in eV: -21132.401
Energy above the lowest of the compared OMol25 structures with the same formula, charge and spin in kcal/mol: 43.40
2S+1: 1

***

8.
Here is a single C5H12Si2 molecule in a non-equilibrium geometry from the Open Molecules 2025 dataset. Energies are from ωB97M-V/def2-TZVPD.

```
19
Properties=species:S:1:pos:R:3
C -1.3970 0.8641 1.6127
Si -0.7773 -0.2235 0.0678
C -1.1475 0.7633 -1.5566
C -1.7131 -1.9316 -0.1038
C 1.0097 -0.4521 0.3631
C 2.3563 0.2419 -0.0669
Si 4.1645 0.0995 -0.3238
H -0.6558 1.5535 1.8491
H -2.3590 1.3158 1.2021
H -1.6918 0.2812 2.5621
H -0.6507 0.4264 -2.5565
H -2.2589 0.5930 -1.9105
H -1.0797 1.8497 -1.2713
H -1.0131 -2.6547 -0.6743
H -2.2238 -2.3482 0.8923
H -2.5004 -1.6565 -0.9651
H 4.7447 0.1482 -1.8197
H 4.3592 -1.0156 0.4988
H 4.8643 1.3308 0.3048
```

SMILES string: C[Si](C)(C)C#C[SiH3]
Highest occupied orbital energy (alpha / beta) in eV: -9.066 / -9.052
E in eV: -21128.857
Energy above the lowest of the compared OMol25 structures with the same formula, charge and spin in kcal/mol: 125.13
2S+1: 1

***

9.
Here is a molecular structure, C5H13AlBrCl2FInKLi2NaO7PS in a non-equilibrium geometry from the Open Molecules 2025 dataset. Energies are from ωB97M-V/def2-TZVPD.

```
37
Properties=species:S:1:pos:R:3
C 0.6441 3.8693 -2.0983
C -0.1972 3.3964 -0.8633
C 0.1456 1.9721 -0.4011
F -1.0176 1.3138 0.1654
In 1.7119 2.2261 1.2650
Cl 0.4847 3.1592 3.3030
P 2.8485 -0.0046 1.6192
O 3.3774 -0.0383 3.0608
H 1.3394 4.6438 -1.7466
H 1.1530 3.0539 -2.6319
H -0.0461 4.3907 -2.7763
H -1.2515 3.3763 -1.1882
H -0.0777 4.1291 -0.0553
H 0.5150 1.3012 -1.2400
H 2.8452 3.4755 0.6749
H 1.9035 -1.0690 1.3447
H 3.9145 -0.1012 0.6747
K 0.2762 -0.7660 1.1173
Al -1.9141 4.1537 3.7062
O -2.5102 -2.4413 3.3528
S -2.3367 -3.7770 2.8077
O -3.2880 -3.9981 1.7070
O -2.4805 -4.7876 3.8314
O -0.9326 -3.8923 2.1400
O -0.6481 -1.8944 -0.7750
C -0.5153 -1.3859 -1.9597
C -0.7046 -2.5759 -3.1454
O -0.5543 -2.0967 -4.2702
H 0.4737 -0.9469 -2.2071
H -1.2249 -0.5892 -2.2551
H -1.8079 -3.0394 -2.8558
H -0.0202 -3.4234 -2.8775
Li 3.8378 2.2129 3.9715
Li 2.3447 1.4684 -1.4854
Br 0.6660 -3.8718 3.4791
Na -3.4796 -4.5621 -0.1187
Cl -3.4740 -2.8813 -3.2698
```

Highest occupied orbital energy in eV: -4.679
E in eV: -170569.936
2S+1: 1

***

10.
Here is a molecular structure, C5H13Br3N4O8 in a non-equilibrium geometry from the Open Molecules 2025 dataset. Energies are from ωB97M-V/def2-TZVPD.

```
33
Properties=species:S:1:pos:R:3
C -9.1994 -11.8486 4.2858
Br -9.6082 -13.4708 5.1659
Br -9.7770 -11.6832 2.4133
Br -7.2180 -11.4993 4.3158
H -9.7420 -11.0553 4.7726
C -15.4092 -9.0295 -1.5745
N -15.4253 -10.3839 -0.9948
O -15.2821 -11.3688 -1.7518
O -15.6424 -10.4684 0.1455
H -14.3771 -8.6214 -1.6358
H -16.0702 -8.5062 -0.9606
H -15.9791 -9.0145 -2.5634
C -7.4417 -7.7779 2.2308
N -8.7309 -7.1989 1.6626
O -9.8209 -7.5528 2.1922
O -8.6747 -6.5760 0.6446
H -7.2629 -7.3061 3.1578
H -6.6438 -7.3398 1.5871
H -7.5201 -8.8477 2.1268
C -12.1971 -6.3606 0.3762
N -12.2237 -7.5512 -0.5219
O -12.3262 -7.3641 -1.7555
O -12.3223 -8.6605 0.0059
H -11.6449 -6.6881 1.2192
H -13.2758 -6.2341 0.6582
H -11.8363 -5.5152 -0.1881
C -12.6958 -12.7774 0.0304
N -11.4829 -13.4307 -0.4774
O -11.5555 -14.5181 -0.9830
O -10.4155 -12.8868 -0.2280
H -12.4984 -11.7153 0.1147
H -12.8981 -13.0639 1.0005
H -13.5130 -12.9664 -0.6331
```

Highest occupied orbital energy in eV: -10.295
E in eV: -237851.152
Energy above the lowest of the compared OMol25 structures with the same formula, charge and spin in kcal/mol: 12.81
2S+1: 1